The following is a quantum chemistry calculation of an isolated ion of composition C3H6NOS and charge +1, from the OMol25 dataset.

Properties
- HOMO (hartree) = -0.521
- ΔE to the lowest compared entry with this formula, charge and spin (kcal per mole) = 21.6
- SMILES string = [NH3+][C@H]1CSC1=O
- gap between HOMO and LUMO (eV) = 9.7486
- total charge = +1

Each atom is followed by the atoms it is bonded to, with distances in Å.
Element x y z (Å)
1 N 1.1330 0.9491 0.1495  C2 1.464, H7 1.071, H8 1.011, H9 1.013
2 C -0.1111 0.2719 -0.2206  N1 1.464, C3 1.627, C5 1.448, H10 1.018
3 C -0.2919 -1.3020 -0.5914  C2 1.627, S4 1.837, H11 1.102, H12 1.146
4 S -1.9073 -1.3572 0.2825  C3 1.837, C5 1.771
5 C -1.1306 0.1478 0.8003  C2 1.448, S4 1.771, O6 1.219
6 O -1.4118 0.8412 1.7632  C5 1.219
7 H 1.2545 0.5235 1.1253  N1 1.071
8 H 0.8748 1.9261 0.1683  N1 1.011
9 H 1.8457 0.6464 -0.5041  N1 1.013
10 H -0.4618 0.6290 -1.1068  C2 1.018
11 H -0.4378 -1.4477 -1.6743  C3 1.102
12 H 0.6443 -1.8282 -0.1920  C3 1.146

Löwdin atomic charge list, values in e, 6 entries:
1 N 0.27
2 C -0.33
3 C -0.33
4 S 1.07
5 C -0.71
6 O 0.09



The following is a quantum chemistry calculation of one molecule with the formula C3H5NO4, from the OMol25 dataset.

Properties
- HOMO (hartree) = -0.371
- ΔE to the lowest compared entry with this formula, charge and spin (kcal per mole) = 11.2
- SMILES string = NC(=O)OCC(=O)O
- gap between HOMO and LUMO (eV) = 10.4575

Each atom is followed by the atoms it is bonded to, with distances in Å.
Element x y z (Å)
1 N 1.2060 -1.6734 0.6548  C2 1.350, H9 1.007, H10 1.006
2 C 1.1555 -0.4230 0.1488  N1 1.350, O3 1.188, O4 1.491
3 O 1.8945 0.4917 0.3172  C2 1.188
4 O 0.1279 -0.4482 -0.9306  C2 1.491, C5 1.389
5 C -0.3881 0.8366 -1.0457  O4 1.389, C6 1.634, H11 1.096, H12 1.094
6 C -1.1169 1.1921 0.3731  C5 1.634, O7 1.191, O8 1.345
7 O -1.1430 2.2834 0.8492  C6 1.191
8 O -1.9095 0.1893 0.7930  C6 1.345, H13 0.972
9 H 1.8990 -1.8657 1.3597  N1 1.007
10 H 0.7136 -2.4059 0.1712  N1 1.006
11 H -1.1392 0.8665 -1.8426  C5 1.096
12 H 0.4073 1.5810 -1.1492  C5 1.094
13 H -1.7071 -0.6245 0.3009  O8 0.972

Löwdin atomic charge list, values in e, 6 entries:
1 N 0.20
2 C -0.54
3 O 0.15
4 O -0.07
5 C -0.11
6 C -0.48



The following is a quantum chemistry calculation of a 2-piece molecular cluster, C2H4O3 overall, from the OMol25 dataset.

Properties
- HOMO (hartree) = -0.392
- ΔE to the lowest compared entry with this formula, charge and spin (kcal per mole) = 42.0
- SMILES string = O=CO.C=O
- gap between HOMO and LUMO (eV) = 10.9718

Each atom is followed by the atoms it is bonded to, with distances in Å.
Element x y z (Å)
1 O -1.6117 -0.9734 0.5991  C2 1.225
2 C -1.1844 -0.0987 -0.1446  O1 1.225, O3 1.340, H4 1.078
3 O -1.7465 0.0649 -1.3496  C2 1.340, H5 0.953
4 H -0.2181 0.3402 -0.3352  C2 1.078
5 H -2.2494 -0.7319 -1.4940  O3 0.953
6 C 2.5254 0.2033 0.9144  O7 1.229, H8 1.118, H9 1.049
7 O 1.9811 0.9335 0.0888  C6 1.229
8 H 2.9800 -0.7503 0.5484  C6 1.118
9 H 2.4579 0.3153 1.9548  C6 1.049

Löwdin atomic charge list, values in e, 6 entries:
1 O 0.04
2 C -0.35
3 O 0.07
4 H 0.11
5 H 0.10
6 C -0.09



The following is a quantum chemistry calculation of a 3-piece molecular cluster, C6H12O overall, from the OMol25 dataset.

Properties
- HOMO (hartree) = -0.346
- ΔE to the lowest compared entry with this formula, charge and spin (kcal per mole) = 106.3
- SMILES string = OC1C=C1.[H][H].C=CC
- gap between HOMO and LUMO (eV) = 10.5476

Each atom is followed by the atoms it is bonded to, with distances in Å.
Element x y z (Å)
1 O -1.1287 1.5258 -0.2892  C2 1.404, H5 0.970
2 C -2.0668 0.5474 -0.6546  O1 1.404, C3 1.482, C4 1.483, H6 1.090
3 C -1.6842 -0.8493 -0.9678  C2 1.482, C4 1.304, H7 1.082
4 C -2.3100 -0.6668 0.1618  C2 1.483, C3 1.304, H8 1.081
5 H -0.3526 1.0724 0.0763  O1 0.970
6 H -2.8778 1.0512 -1.1813  C2 1.090
7 H -1.1803 -1.5303 -1.6405  C3 1.082
8 H -2.6917 -1.0854 1.0824  C4 1.081
9 H -0.8162 1.0130 2.8272  H10 0.744
10 H -1.1033 1.2050 2.1678  H9 0.744
11 C 1.7364 0.2584 1.1152  C12 1.332, H14 1.086, H15 1.089
12 C 1.5799 -0.6419 0.1461  C11 1.332, C13 1.501, H16 1.091
13 C 1.9543 -0.4279 -1.2911  C12 1.501, H17 1.097, H18 1.094, H19 1.096
14 H 1.4656 0.0406 2.1446  C11 1.086
15 H 2.1526 1.2446 0.9149  C11 1.089
16 H 1.1617 -1.6176 0.3974  C12 1.091
17 H 2.8005 -1.0683 -1.5676  C13 1.097
18 H 2.2347 0.6129 -1.4796  C13 1.094
19 H 1.1260 -0.6837 -1.9621  C13 1.096

Löwdin atomic charge list, values in e, 6 entries:
1 O -0.07
2 C -0.37
3 C -0.01
4 C 0.00
5 H 0.02
6 H 0.13



The following is a quantum chemistry calculation of a 2-piece molecular cluster, C2H4N2S overall, from the OMol25 dataset.

Properties
- HOMO (hartree) = -0.354
- ΔE to the lowest compared entry with this formula, charge and spin (kcal per mole) = 75.9
- gap between HOMO and LUMO (eV) = 8.4222

Each atom is followed by the atoms it is bonded to, with distances in Å.
Element x y z (Å)
1 C 0.9017 -3.5406 -0.7258  N3 1.121, H9 1.109
2 C -0.6346 0.9760 0.0244  S5 1.854, H6 1.097, H7 1.073, H8 1.199
3 N 0.3786 -4.4360 -0.3000  C1 1.121
4 N 0.8282 -0.6822 -1.5127  S5 1.441
5 S -0.4589 -0.0342 -1.5207  C2 1.854, N4 1.441
6 H -1.2988 1.8492 0.0486  C2 1.097
7 H 0.4242 1.1344 0.1029  C2 1.073
8 H -0.8733 0.1966 0.9039  C2 1.199
9 H 1.0676 -2.5620 -1.2216  C1 1.109

Löwdin atomic charge list, values in e, 6 entries:
1 C -0.13
2 C -0.35
3 N 0.04
4 N -0.47
5 S 0.80
6 H 0.03



Number 1: DFT total energy -645.7768 hartree, LUMO level -4.42 eV. Number 2: DFT total energy -473.0515 hartree, LUMO level 0.36 eV. Number 3: DFT total energy -304.2748 hartree, LUMO level 0.31 eV. Number 4: DFT total energy -310.8899 hartree, LUMO level 1.14 eV. Number 5: DFT total energy -586.1734 hartree, LUMO level -1.21 eV.